Entry 1:
65
Properties=species:S:1:pos:R:3:mulliken_spin:R:1 method="wB97M-V/def2-TZVPD" lumo_energy_ev="-4.081 / -3.758" e_homo_ev="-10.73 / -10.44" spin_multiplicity=2 charge=+1 s_squared=1.226
S 13.54 12.99 13.12 -0.1491
C 9.63 12.62 13.31 0.0009
O 10.24 14.36 11.66 -0.0595
C 10.40 11.16 7.08 0.0334
C 8.50 11.82 15.27 -0.0037
H 11.02 16.77 9.48 -0.0002
C 10.68 13.40 12.61 -0.0906
H 8.50 16.47 12.77 0.0000
H 9.69 13.68 15.15 -0.0038
H 8.14 11.91 16.30 -0.0007
C 10.36 7.57 10.12 0.0064
H 11.33 9.48 9.94 0.0066
C 9.53 16.64 13.15 -0.0039
C 12.41 16.19 12.37 0.0026
C 5.83 12.47 8.53 -0.0001
H 12.70 17.24 12.08 -0.0013
Si 10.68 16.00 11.79 0.0008
H 11.87 14.30 8.83 0.0213
C 12.04 12.96 12.42 -0.1519
C 7.01 11.79 8.96 -0.0087
C 11.60 11.07 7.80 -0.0014
H 11.34 7.08 9.95 0.0002
H 9.84 17.87 10.28 0.0000
H 7.25 10.12 14.98 -0.0005
H 7.00 9.52 10.55 -0.0003
H 13.57 12.98 9.89 0.0146
C 9.21 9.69 10.29 -0.0428
H 12.52 16.13 13.46 -0.0002
C 7.93 7.62 10.32 0.0003
C 7.60 12.18 10.13 0.0163
C 6.92 13.16 10.97 -0.0033
C 8.23 10.66 13.21 0.0127
C 5.13 13.34 9.35 -0.0016
H 13.18 15.54 11.93 -0.0010
V 11.20 12.82 10.59 1.5246
C 12.96 12.10 9.73 -0.1008
H 5.53 12.32 7.49 0.0001
H 9.27 16.27 9.69 -0.0012
C 10.14 16.82 10.12 0.0020
C 11.29 13.39 8.57 -0.0810
C 12.01 12.15 8.64 0.0594
C 9.13 6.90 10.16 -0.0005
C 7.95 9.01 10.38 0.0006
H 9.59 14.51 7.71 -0.0014
C 10.38 8.95 10.11 0.0053
H 7.00 7.08 10.32 0.0000
H 9.10 5.81 10.07 0.0000
H 4.17 13.74 9.04 -0.0001
H 7.82 9.85 12.62 0.0016
C 7.96 10.79 14.54 -0.0075
C 10.10 13.51 7.81 0.0238
H 12.15 10.12 7.86 0.0056
F 8.66 12.54 6.21 -0.0007
C 9.32 12.76 14.67 -0.0350
H 10.03 10.43 6.38 0.0003
H 13.30 11.12 10.10 -0.0028
H 5.16 14.33 11.24 0.0000
C 5.69 13.64 10.57 0.0006
C 9.69 12.39 7.09 -0.0091
H 9.61 17.70 13.36 -0.0003
H 7.38 11.05 8.23 0.0008
P 9.16 11.46 10.75 0.0229
C 9.03 11.61 12.56 -0.0012
H 9.60 16.05 14.08 0.0021
H 7.38 13.47 11.94 0.0001

---

Entry 2:
77
Properties=species:S:1:pos:R:3:mulliken_charge:R:1 method="wB97M-V/def2-TZVPD" lumo_energy_ev=-0.143 e_homo_ev=-7.98 de_lowest_ev=0.283
N 0.23 2.20 3.05 0.0570
H -2.38 -5.14 1.95 0.4282
O -0.71 -0.11 -1.55 -0.5266
H -3.72 1.41 -0.03 0.2216
H -1.49 3.11 3.90 0.3447
H 0.03 1.31 3.48 0.3437
H -4.12 -7.05 1.17 0.3902
C 4.59 1.17 1.01 -0.1389
H 1.81 3.85 -0.56 0.4099
H -6.23 4.06 -2.02 0.3681
H 5.08 2.11 0.80 0.4575
C 1.28 2.61 2.29 -0.2657
C 2.39 -1.54 -3.38 -0.3508
N 3.89 -0.93 0.83 0.0963
C 2.82 2.25 -3.22 -1.0671
N -0.69 -0.47 -0.38 1.0456
C 3.99 -0.63 2.15 -0.4393
H 3.91 3.61 -2.03 0.2304
H -4.52 3.00 -3.83 0.3816
H 0.41 -0.10 1.37 0.1638
H 3.63 1.96 -3.88 0.5711
H -3.67 0.13 2.10 0.4103
H -4.42 -6.71 -1.51 0.3624
H -0.56 5.30 2.90 0.3928
H -2.85 1.39 -2.38 0.4261
H 1.84 4.54 1.50 0.6264
C 1.51 1.83 -3.16 -0.5808
C 2.85 -2.68 -4.00 -0.7885
N 3.49 -0.79 -3.06 0.4505
C -5.25 2.72 -0.63 -0.3748
N -3.09 -5.04 -1.21 0.0199
C -2.41 -4.59 -0.13 -0.6438
C 4.35 0.69 2.33 -0.7719
H 4.43 0.16 -0.95 0.3853
C -3.78 -6.17 -0.82 -0.4741
C -2.72 -5.36 0.96 -0.1368
H 3.74 -1.45 2.82 0.4213
C 4.24 -2.65 -4.03 -0.5216
H 5.59 -1.02 -3.19 0.4255
N 3.04 3.15 -2.22 0.1462
H 2.21 -3.48 -4.35 0.4327
H 1.46 -1.15 -3.02 0.3686
H 4.44 1.23 3.26 0.4463
C -2.09 -1.98 3.98 -0.2162
H 1.20 -1.22 0.27 0.3038
C 4.28 0.19 0.11 -0.7402
C -0.08 4.37 2.65 -0.8911
H -3.13 -4.68 -2.14 0.2001
H 3.42 0.14 -2.67 0.0959
H -1.81 -3.01 4.13 0.4361
H -1.71 -3.77 -0.25 0.4484
H -0.08 2.37 -1.74 0.7527
H 3.61 -1.81 0.44 0.2663
C -4.48 2.88 -2.76 -0.6382
N -4.12 1.95 -0.77 0.1162
O -1.65 -0.86 0.26 -0.5101
H 0.99 1.10 -3.76 0.6759
C 1.13 3.94 2.04 -0.6282
C 4.64 -1.45 -3.45 -0.5550
C -1.97 -0.88 4.76 -0.9693
H -2.37 1.22 4.41 0.6589
C -3.64 -6.34 0.52 -0.6051
C -0.62 3.25 3.28 -0.2561
C 0.60 -0.31 0.33 -0.3924
N -2.85 -1.64 2.87 0.1057
H 1.19 0.48 -0.13 -0.0946
H -5.73 2.83 0.33 0.3779
H 4.89 -3.42 -4.42 0.4273
C -5.41 3.38 -1.84 -0.4899
C -2.41 0.24 3.97 0.0221
C -3.09 -0.30 2.90 -1.1315
H 2.04 1.88 2.07 0.3479
H -3.10 -2.26 2.12 0.2517
H -1.49 -0.85 5.73 0.3994
C 1.91 3.28 -1.46 -0.9657
C -3.65 2.04 -2.05 -0.3852
C 0.95 2.49 -2.05 -0.1611

---

Entry 3:
73
Properties=species:S:1:pos:R:3:mulliken_charge:R:1 method="wB97M-V/def2-TZVPD" lumo_energy_ev=1.680 e_homo_ev=-4.54 charge=-1
H 2.13 8.94 3.21 0.3795
H 1.93 8.56 1.48 0.3556
O -0.33 8.32 4.00 -0.6910
O -1.40 -4.52 -2.10 -0.5749
H -3.32 -3.09 -0.15 0.0718
H -1.10 -0.87 -2.53 0.4830
O -0.60 7.90 1.53 -0.6719
H 0.52 1.76 0.18 0.3116
C 4.05 0.65 -0.18 0.3545
C -3.78 -5.60 -1.76 -0.6592
H -2.34 -6.55 -4.65 0.3637
H 3.97 -1.27 2.40 0.3365
N 1.94 1.09 -1.27 -0.1415
C 5.48 -1.36 0.92 -0.4988
H 5.98 -2.18 1.41 0.3675
H -4.57 -4.86 -1.66 0.4494
H 5.56 0.61 -1.77 0.3182
H -1.04 -6.78 -3.45 0.3335
S 0.34 -1.76 -0.85 -0.1669
C 5.19 0.23 -0.83 -0.5662
H 0.52 5.83 4.10 0.3761
C -4.25 -6.91 -2.39 -0.7383
C 0.69 1.72 -0.90 -0.8702
Br 4.00 2.64 -2.36 -0.1547
C -2.10 -6.59 -3.59 -0.7404
H -2.69 -0.05 1.94 0.2899
H -3.04 -3.04 2.25 0.3716
C -0.55 -1.54 0.70 0.1740
H -3.20 -8.47 -3.51 0.3260
C -0.53 0.91 -1.49 -0.2186
H -0.93 1.48 -2.34 0.5579
C -2.97 -7.63 -2.86 -0.6161
H -1.67 -2.28 3.02 0.4997
S 0.13 7.72 2.77 1.1562
O 2.39 2.64 1.40 -0.6671
C -0.19 -0.49 -2.05 -0.8240
H -2.26 -2.18 -1.20 0.0154
H -2.44 -8.01 -1.99 0.3037
H -1.31 0.81 -0.73 -0.2373
C -2.35 -2.19 2.17 -0.9194
O 3.12 4.07 -0.08 -0.7737
H -0.40 5.41 2.62 0.4084
N -1.69 -2.33 0.87 0.1053
C 3.15 1.77 -0.78 0.5337
H 3.56 6.90 2.06 0.3332
S 0.06 -0.50 1.80 -0.1543
H 2.19 4.75 2.61 0.2463
O -3.14 -4.18 -3.88 -0.7159
C 1.75 5.70 2.31 -0.2593
H 1.59 5.66 1.23 0.2234
C 2.87 2.91 0.28 0.1671
C 0.43 5.98 3.02 -0.7620
H 6.82 -1.18 -0.76 0.3900
S -2.51 -5.00 -2.87 1.2541
C 4.32 -0.83 1.46 -0.3596
H -3.31 -5.78 -0.79 0.3670
H -3.60 -0.75 3.27 0.3907
C -3.24 -0.95 2.25 -0.4037
O -4.30 -1.12 1.30 -0.4898
H -3.20 -0.05 -0.14 0.3134
H 0.56 -0.47 -2.84 0.5853
H -4.47 -1.16 -0.70 0.4119
H -4.82 -7.51 -1.69 0.3587
C -3.67 -1.02 0.03 -0.5966
H 2.04 1.06 -2.28 0.4338
N 3.59 0.14 0.95 -0.0361
H 2.98 6.79 3.72 0.3334
C -2.69 -2.19 -0.20 -0.1103
H -4.89 -6.70 -3.25 0.3198
H 0.61 2.73 -1.32 0.2471
C 5.93 -0.81 -0.26 -0.5424
C 1.85 8.17 2.49 -0.6544
C 2.66 6.88 2.67 -0.8033